The molecule C10H15P in a non-equilibrium geometry, computed with ωB97M-V with the def2-TZVPD basis set.

```
26
C10H15P, DFT ωB97M-V with the def2-TZVPD basis set
C 0.943 -0.738 -1.763
C -0.309 -0.272 -1.534
C 0.243 0.385 0.788
C 1.519 -0.052 0.841
C -0.056 -2.087 0.117
C -0.731 -0.438 -0.035
C -1.105 0.470 -2.560
C -0.122 1.634 1.496
C 2.722 0.571 1.440
C -2.146 -0.326 0.434
P 1.620 -1.593 -0.300
H 1.278 -1.031 -2.760
H -0.289 -2.484 1.147
H -0.519 -2.740 -0.551
H -1.014 1.643 -2.476
H -2.200 0.274 -2.566
H -0.544 0.149 -3.482
H -0.984 1.518 2.142
H -0.393 2.503 0.794
H 0.629 1.941 2.072
H 3.517 0.611 0.754
H 3.084 -0.117 2.141
H 2.448 1.380 2.066
H -2.468 0.618 0.935
H -2.294 -1.163 1.228
H -2.828 -0.657 -0.367
```

Calculated total energy (eV): -19899.200
Multiplicity: 1
Structure (SMILES): CC1=CP2C[C@@]1(C)C(C)=C2C
Relative energy (zero: lowest compared OMol25 entry of this formula, charge and spin) (eV): 0.991
Net charge: 0
LUMO energy (eV): 0.85

A cluster of 2 separate species, C2H3OPS in total in a non-equilibrium geometry, computed with ωB97M-V with the def2-TZVPD basis set.

```
8
C2H3OPS, DFT ωB97M-V with the def2-TZVPD basis set
C -0.297 0.427 0.263
C -0.181 -1.876 0.317
O -1.038 -3.873 1.662
P 0.770 0.902 1.423
S -0.876 -2.363 1.693
H -1.108 0.078 -0.357
H 0.186 -2.459 -0.648
H 0.761 2.341 1.203
```

Calculated total energy (eV): -24287.506
Multiplicity: 1
Relative energy (zero: lowest compared OMol25 entry of this formula, charge and spin) (eV): 5.829
Net charge: 0
LUMO energy (eV): -0.82

The molecule C3H3FS2 in a non-equilibrium geometry, computed with ωB97M-V with the def2-TZVPD basis set.

```
9
C3H3FS2, DFT ωB97M-V with the def2-TZVPD basis set
C 0.131 0.471 0.619
C 1.208 -0.351 -0.204
C -1.240 0.068 -0.065
H -0.078 0.346 1.742
H 1.334 0.074 -1.331
H -1.652 0.862 -0.879
F 0.508 1.756 -0.016
S 1.745 -1.786 0.090
S -1.956 -1.441 0.044
```

Calculated total energy (eV): -27544.191
Multiplicity: 1
Structure (SMILES): FC(C=S)C=S
Relative energy (zero: lowest compared OMol25 entry of this formula, charge and spin) (eV): 2.309
Net charge: 0
LUMO energy (eV): -1.44

A cluster of 2 separate species, CH3O2Si in total in a non-equilibrium geometry, computed with ωB97M-V with the def2-TZVPD basis set.

```
7
CH3O2Si, DFT ωB97M-V with the def2-TZVPD basis set
C 1.603 -0.856 1.618
O 0.423 -0.967 -0.050
O 1.850 0.244 1.782
Si -0.577 0.012 -0.704
H -1.673 -0.490 -1.650
H -1.789 0.714 0.276
H 0.162 1.344 -1.272
```

Calculated total energy (eV): -13053.657
Multiplicity: 3
Relative energy (zero: lowest compared OMol25 entry of this formula, charge and spin) (eV): 1.530
Net charge: -1
LUMO energy (alpha / beta) (eV): 4.35 / 2.27

A structure of composition C4H2FNOS in a non-equilibrium geometry, computed with ωB97M-V with the def2-TZVPD basis set.

```
10
C4H2FNOS, DFT ωB97M-V with the def2-TZVPD basis set
C -0.358 0.762 0.325
C 0.584 -0.390 0.426
C -1.328 -0.237 -0.213
C 1.666 -0.428 -0.587
H -0.771 1.171 1.261
H 0.996 -0.726 1.419
N 2.571 -0.418 -1.317
O -0.505 -1.267 0.036
F -0.021 1.768 -0.534
S -2.834 -0.236 -0.816
```

Calculated total energy (eV): -21268.412
Multiplicity: 1
Relative energy (zero: lowest compared OMol25 entry of this formula, charge and spin) (eV): 0.773
Net charge: 0
LUMO energy (eV): -0.51

A structure of composition C26H46BrIrN3O3PS, computed with ωB97M-V with the def2-TZVPD basis set.

```
82
C26H46BrIrN3O3PS, DFT ωB97M-V with the def2-TZVPD basis set
Ir -0.212 -0.194 -0.993
C -3.889 -2.029 -2.587
C -3.158 -1.117 -1.626
C -3.937 -0.867 -0.351
O -1.896 -1.748 -1.246
C -2.802 0.234 -2.278
O -3.361 0.634 -3.273
O -1.856 0.901 -1.653
H -4.116 -2.976 -2.096
H -3.291 -2.229 -3.478
H -4.816 -1.558 -2.908
H -4.163 -1.816 0.136
H -4.872 -0.359 -0.585
H -3.360 -0.238 0.326
H -1.523 -2.186 -2.047
C -2.385 1.693 2.133
C -1.067 1.667 2.924
C -1.348 1.783 4.427
C -0.282 2.906 2.470
P -0.118 0.108 2.501
N -0.272 -0.116 0.898
C -0.848 -1.426 3.300
C -0.409 -1.597 4.759
C -2.382 -1.385 3.250
C -0.441 -2.660 2.473
C 1.715 0.280 2.861
C 2.396 -1.084 2.674
C 2.366 1.216 1.827
C 2.002 0.805 4.273
H -2.891 2.630 2.377
H -3.062 0.885 2.385
H -2.204 1.683 1.058
H -1.832 2.747 4.603
H -0.441 1.760 5.029
H -2.024 1.012 4.792
H -0.943 3.767 2.583
H 0.006 2.848 1.420
H 0.599 3.094 3.078
H -0.672 -0.740 5.379
H 0.657 -1.785 4.860
H -0.931 -2.466 5.164
H -2.817 -0.611 3.877
H -2.742 -2.345 3.625
H -2.747 -1.275 2.230
H 0.628 -2.842 2.449
H -0.809 -2.587 1.450
H -0.912 -3.529 2.937
H 2.201 -1.499 1.684
H 2.117 -1.813 3.430
H 3.473 -0.926 2.758
H 2.162 0.901 0.805
H 3.447 1.159 1.978
H 2.080 2.255 1.939
H 1.555 0.197 5.057
H 1.678 1.836 4.405
H 3.084 0.787 4.420
C 2.786 -1.329 -4.954
N 1.540 -0.594 -4.926
C 1.287 0.480 -5.887
C -0.104 0.971 -5.474
N -0.589 -0.167 -4.695
C 0.415 -0.968 -4.318
S 0.297 -2.282 -3.233
H 3.616 -0.624 -4.943
H 2.847 -1.944 -5.855
H 2.843 -1.970 -4.078
H 1.297 0.075 -6.903
H 2.053 1.250 -5.807
H -0.752 1.172 -6.323
H -0.056 1.863 -4.846
H -1.501 -0.170 -4.270
Br 5.605 2.308 -3.284
C 3.987 1.565 -2.652
C 2.814 2.294 -2.757
C 1.625 1.731 -2.310
C 1.601 0.446 -1.759
C 2.800 -0.261 -1.655
C 3.992 0.291 -2.099
H 2.827 3.287 -3.186
H 0.712 2.311 -2.397
H 2.809 -1.264 -1.245
H 4.918 -0.262 -2.025
```

Calculated total energy (eV): -131318.710
Multiplicity: 6
Relative energy (zero: lowest compared OMol25 entry of this formula, charge and spin) (eV): 0.626
Net charge: +1
LUMO energy (alpha / beta) (eV): -1.66 / -5.17

A structure of composition C29H18Cl3F3NNiO2SSb, computed with ωB97M-V with the def2-TZVPD basis set.

```
59
C29H18Cl3F3NNiO2SSb, DFT ωB97M-V with the def2-TZVPD basis set
Ni 0.251 -2.145 0.681
O 0.116 -1.742 2.615
N -0.836 -2.388 3.280
C -0.846 -2.219 4.622
C -1.785 -2.826 5.407
C -2.744 -3.639 4.793
C -2.712 -3.803 3.434
C -1.740 -3.171 2.639
S -1.669 -3.369 0.934
H -0.055 -1.576 4.975
H -1.763 -2.669 6.475
H -3.501 -4.136 5.383
H -3.433 -4.426 2.926
Cl 5.306 -1.725 -4.283
C 4.372 -1.772 -2.820
C 3.069 -2.234 -2.855
C 2.358 -2.247 -1.670
Cl 0.709 -2.867 -1.702
C 2.859 -1.813 -0.426
O 2.165 -1.798 0.663
C 4.208 -1.385 -0.466
Cl 4.952 -0.905 1.020
C 4.949 -1.355 -1.629
H 2.617 -2.579 -3.773
H 5.973 -1.012 -1.608
F -4.806 3.839 2.509
C -3.873 3.066 1.921
C -3.304 3.498 0.737
C -2.344 2.698 0.141
C -1.960 1.492 0.721
C -2.559 1.089 1.908
C -3.523 1.874 2.523
Sb -0.461 0.284 -0.143
C 1.183 1.617 -0.231
C 1.256 2.644 -1.169
C 2.320 3.530 -1.176
C 3.309 3.372 -0.221
F 4.351 4.225 -0.222
C 3.270 2.370 0.727
C 2.198 1.491 0.714
C -0.992 0.375 -2.194
C 0.004 0.366 -3.167
C -0.315 0.324 -4.514
C -1.650 0.285 -4.871
F -1.971 0.245 -6.179
C -2.667 0.283 -3.936
C -2.323 0.326 -2.593
H -3.615 4.439 0.306
H -1.895 3.027 -0.788
H -2.273 0.149 2.370
H -3.999 1.578 3.447
H 0.484 2.758 -1.921
H 2.396 4.326 -1.903
H 4.075 2.273 1.442
H 2.182 0.677 1.431
H 1.051 0.385 -2.881
H 0.449 0.320 -5.280
H -3.697 0.248 -4.263
H -3.118 0.328 -1.855
```

Calculated total energy (eV): -140085.589
Multiplicity: 3
Net charge: 0
LUMO energy (alpha / beta) (eV): 0.13 / -0.32

The molecule C21H22ClN3O3S in a non-equilibrium geometry, computed with ωB97M-V with the def2-TZVPD basis set.

```
51
C21H22ClN3O3S, DFT ωB97M-V with the def2-TZVPD basis set
O -1.373 -2.385 1.389
C -1.438 -1.511 0.550
N -0.354 -1.042 -0.156
C 0.973 -1.444 -0.081
C 1.897 -0.802 -0.908
C 3.226 -1.155 -0.847
C 3.680 -2.143 0.003
C 2.761 -2.790 0.815
C 1.422 -2.443 0.785
H 0.713 -2.939 1.427
H 3.091 -3.568 1.487
H 4.732 -2.380 0.016
S 4.385 -0.210 -1.834
O 5.721 -0.551 -1.459
O 4.024 -0.258 -3.217
N 4.044 1.375 -1.349
C 3.732 1.609 -0.012
N 2.660 2.240 0.212
C 2.165 2.578 1.518
C 2.478 1.576 2.633
C 3.878 1.752 3.223
C 4.948 1.994 2.157
H 5.932 1.825 2.598
H 4.916 3.033 1.824
C 4.777 1.083 0.941
H 5.711 1.008 0.384
H 4.510 0.074 1.265
H 3.876 2.595 3.917
H 4.129 0.856 3.795
H 2.360 0.569 2.226
H 1.741 1.693 3.429
H 2.528 3.575 1.790
H 1.078 2.656 1.394
H 3.392 1.812 -1.986
H 1.584 -0.028 -1.593
H -0.527 -0.303 -0.824
C -2.697 -0.837 0.178
C -3.843 -1.203 0.766
C -5.171 -0.669 0.535
C -5.424 0.343 -0.394
C -6.712 0.811 -0.571
C -7.772 0.296 0.160
C -7.524 -0.707 1.082
C -6.242 -1.186 1.269
H -6.059 -1.968 1.990
H -8.342 -1.116 1.656
H -8.770 0.675 0.007
Cl -7.006 2.065 -1.727
H -4.625 0.766 -0.980
H -3.775 -1.994 1.504
H -2.649 -0.060 -0.569
```

Calculated total energy (eV): -56104.595
Multiplicity: 1
Structure (SMILES): O=C(/C=C/c1cccc(Cl)c1)Nc1cccc(S(=O)(=O)NC2=NCCCCC2)c1
Relative energy (zero: lowest compared OMol25 entry of this formula, charge and spin) (eV): 0.000
Net charge: 0
LUMO energy (eV): -0.54

The molecule C2H2O3 in a non-equilibrium geometry, computed with ωB97M-V with the def2-TZVPD basis set.

```
7
C2H2O3, DFT ωB97M-V with the def2-TZVPD basis set
C 0.728 0.051 -0.109
C -0.623 -0.648 -0.141
H -0.325 1.462 0.056
H -0.550 -1.858 -0.089
O 0.552 1.291 -0.032
O 1.795 -0.446 0.153
O -1.577 0.148 0.161
```

Calculated total energy (eV): -8247.317
Multiplicity: 1
Structure (SMILES): O=CC(=O)O
Relative energy (zero: lowest compared OMol25 entry of this formula, charge and spin) (eV): 1.280
Net charge: 0
LUMO energy (eV): -1.23

A structure of composition C37H89FeO27S3 in a non-equilibrium geometry, computed with ωB97M-V with the def2-TZVPD basis set.

```
157
C37H89FeO27S3, DFT ωB97M-V with the def2-TZVPD basis set
Fe -1.545 2.086 -1.584
C -1.919 0.430 2.104
C -0.914 1.052 1.129
C 0.466 0.675 1.477
O -1.026 0.872 -0.284
H -2.889 0.885 1.945
H -1.621 0.754 3.101
H -2.077 -0.646 2.002
H -0.972 2.139 1.424
H 0.840 0.849 2.458
H 1.047 1.306 0.793
H 0.743 -0.337 1.219
C 2.616 -4.212 -2.809
O 1.407 -4.770 -3.278
C 1.705 -6.075 -3.688
C 0.420 -6.922 -3.399
O 0.304 -6.987 -1.967
C -0.845 -7.827 -1.626
H 2.334 -3.249 -2.321
H 3.398 -4.096 -3.622
H 3.098 -4.851 -2.029
H 2.614 -6.484 -3.157
H 1.938 -6.100 -4.747
H 0.571 -7.953 -3.777
H -0.463 -6.544 -3.867
H -0.698 -8.318 -0.610
H -0.953 -8.614 -2.344
H -1.793 -7.242 -1.471
C -2.916 4.670 0.236
O -1.911 4.296 -0.705
C -0.633 5.026 -0.498
C 0.496 4.004 -0.730
O 0.241 3.210 -1.871
C 1.478 2.755 -2.508
H -3.648 3.858 0.299
H -3.359 5.627 -0.082
H -2.570 4.705 1.288
H -0.599 5.295 0.586
H -0.680 5.893 -1.183
H 0.611 3.385 0.171
H 1.426 4.548 -0.938
H 1.165 2.050 -3.182
H 2.217 2.266 -1.863
H 1.837 3.703 -2.994
C 2.564 -0.686 6.036
O 1.956 -0.665 4.712
C 1.848 -1.956 4.106
C 3.140 -2.264 3.339
O 3.172 -1.421 2.241
C 4.196 -1.838 1.318
H 1.778 -0.889 6.735
H 2.832 0.333 6.283
H 3.433 -1.341 6.037
H 1.035 -1.881 3.368
H 1.619 -2.713 4.862
H 3.168 -3.336 3.032
H 4.016 -2.136 3.996
H 5.204 -1.891 1.785
H 4.275 -1.217 0.447
H 3.824 -2.759 0.867
C -4.404 0.846 -0.940
O -3.897 2.084 -1.460
C -4.331 2.219 -2.856
C -3.453 3.240 -3.566
O -2.078 2.891 -3.468
C -1.374 2.605 -4.629
H -5.489 0.873 -0.722
H -3.789 0.609 -0.055
H -4.196 0.091 -1.654
H -5.401 2.584 -3.003
H -4.335 1.240 -3.233
H -3.625 4.207 -3.137
H -3.764 3.361 -4.636
H -0.322 2.462 -4.317
H -1.438 3.602 -5.211
H -1.716 1.664 -5.141
C -3.746 -3.829 0.924
O -2.461 -4.314 1.137
C -2.436 -5.731 1.076
C -2.960 -6.422 2.281
O -1.895 -6.410 3.299
C -2.252 -7.288 4.419
H -4.132 -3.915 -0.117
H -3.732 -2.783 1.292
H -4.514 -4.287 1.562
H -1.458 -6.071 0.775
H -3.131 -6.067 0.230
H -3.265 -7.360 1.883
H -3.858 -6.112 2.856
H -1.515 -7.134 5.212
H -2.289 -8.323 4.067
H -3.278 -7.102 4.795
C 4.848 2.235 -0.400
O 4.303 3.501 -0.719
C 4.940 4.116 -1.829
C 4.442 5.498 -2.135
O 3.243 5.540 -2.889
C 2.565 6.823 -2.835
H 4.498 1.461 -1.110
H 4.542 1.980 0.595
H 5.927 2.394 -0.304
H 4.742 3.436 -2.669
H 5.974 4.254 -1.591
H 5.230 5.966 -2.702
H 4.303 5.999 -1.200
H 1.755 6.882 -3.558
H 3.321 7.622 -2.910
H 2.081 6.909 -1.856
C -1.080 3.932 4.081
O -0.087 3.644 3.043
C 1.195 4.154 3.523
C 2.209 4.271 2.423
O 2.059 5.394 1.609
C 2.412 6.646 2.183
H -1.084 4.990 4.239
H -0.791 3.442 5.046
H -2.015 3.580 3.662
H 1.620 3.407 4.252
H 0.996 5.144 4.008
H 2.178 3.447 1.710
H 3.233 4.306 2.860
H 2.952 7.310 1.512
H 3.025 6.512 3.134
H 1.506 7.249 2.479
C -0.236 -2.227 -1.197
C 0.649 -1.151 -1.649
O 0.246 -0.831 -3.019
S -1.321 -1.024 -3.099
O -1.760 -1.655 -4.284
O -1.920 0.236 -2.807
O -1.545 -1.854 -1.803
H -0.311 -2.336 -0.129
H 0.051 -3.173 -1.598
H 1.680 -1.462 -1.744
H 0.429 -0.265 -1.006
C -4.448 -0.753 7.144
C -3.630 -1.342 5.933
O -4.061 -0.462 4.831
S -4.404 0.945 5.396
O -5.645 1.339 4.884
O -3.304 1.873 5.288
O -4.428 0.647 6.987
H -4.094 -0.942 8.193
H -5.544 -1.022 7.087
H -4.021 -2.347 5.744
H -2.558 -1.394 5.935
C 1.886 -2.714 -7.360
C 0.680 -2.555 -6.412
O 0.873 -1.265 -5.821
S 2.415 -0.996 -5.620
O 2.793 -1.366 -4.262
O 2.588 0.350 -6.100
O 2.960 -2.122 -6.609
H 1.873 -2.259 -8.347
H 2.201 -3.789 -7.507
H 0.677 -3.413 -5.674
H -0.274 -2.596 -6.955
```

Calculated total energy (eV): -161969.838
Multiplicity: 5
Net charge: +1
LUMO energy (alpha / beta) (eV): -1.20 / -1.20

A cluster of 2 separate species, C4H12N2O2 in total in a non-equilibrium geometry, computed with ωB97M-V with the def2-TZVPD basis set.

```
20
C4H12N2O2, DFT ωB97M-V with the def2-TZVPD basis set
C 1.053 0.531 1.876
N 1.472 0.368 0.619
C 0.496 -1.331 -0.753
C 0.685 0.195 -0.612
C -0.623 1.039 -0.722
N -0.997 1.066 -2.102
O -0.103 0.774 2.237
H 1.816 0.454 2.660
H 2.467 0.269 0.489
H 0.791 -1.739 -1.717
H -0.596 -1.486 -0.777
H 0.945 -1.914 0.038
H 1.246 0.634 -1.473
H -1.408 0.544 -0.158
H -0.403 2.025 -0.284
H -0.281 0.840 -2.776
H -1.505 1.871 -2.432
H -1.581 -2.135 1.643
H -1.559 -0.554 2.024
O -1.913 -1.449 2.220
```

Calculated total energy (eV): -11417.480
Multiplicity: 1
Structure (SMILES): C[C@@H](CN)NC=O.O
Relative energy (zero: lowest compared OMol25 entry of this formula, charge and spin) (eV): 1.737
Net charge: 0
LUMO energy (eV): 0.57

A cluster of 2 separate species, C6H14O2 in total in a non-equilibrium geometry, computed with ωB97M-V with the def2-TZVPD basis set.

```
22
C6H14O2, DFT ωB97M-V with the def2-TZVPD basis set
O 1.563 1.134 1.005
C 1.093 1.927 0.225
C -0.135 1.706 -0.610
C -0.907 0.407 -0.607
C -0.339 -0.914 -1.136
C -1.401 -1.991 -0.975
C 0.985 -1.401 -0.533
H 1.624 2.892 0.123
H 0.156 1.990 -1.633
H -0.806 2.522 -0.319
H -1.409 0.197 0.329
H -1.782 0.611 -1.236
H -0.161 -0.817 -2.213
H -1.793 -1.939 0.049
H -1.051 -3.006 -1.143
H -2.263 -1.831 -1.611
H 0.846 -1.784 0.471
H 1.363 -2.138 -1.245
H 1.746 -0.631 -0.457
H 0.273 -0.326 2.240
H -1.233 -0.953 2.067
O -0.656 -0.319 2.481
```

Calculated total energy (eV): -10543.453
Multiplicity: 1
Structure (SMILES): CC(C)CCC=O.O
Relative energy (zero: lowest compared OMol25 entry of this formula, charge and spin) (eV): 1.164
Net charge: 0
LUMO energy (eV): 0.91